{"formula": "C22H47FNO3P", "method": "wB97M-V/def2-TZVPD", "elements": ["C", "C", "F", "C", "N", "C", "C", "O", "C", "O", "O", "H", "H", "H", "H", "H", "H", "H", "H", "H", "H", "H", "C", "C", "C", "C", "P", "C", "C", "C", "C", "C", "C", "C", "C", "C", "C", "C", "C", "H", "H", "H", "H", "H", "H", "H", "H", "H", "H", "H", "H", "H", "H", "H", "H", "H", "H", "H", "H", "H", "H", "H", "H", "H", "H", "H", "H", "H", "H", "H", "H", "H", "H", "H", "H"], "positions_angstrom": [[6.064283, -2.669551, 1.148957], [5.575492, -3.489579, -0.033051], [4.924917, -2.655202, -0.982333], [4.707090, -4.721885, 0.273423], [5.015972, -5.665574, -0.839020], [3.189093, -4.419966, 0.241367], [2.606607, -3.493330, 1.290337], [3.104616, -2.148439, 1.207937], [5.089252, -5.416196, 1.632154], [4.647939, -4.860874, 2.662634], [5.760059, -6.454906, 1.544855], [7.102063, -2.918212, 1.351236], [5.447303, -2.784942, 2.029727], [6.045024, -1.616628, 0.860656], [6.437477, -3.888580, -0.562507], [4.567469, -5.287849, -1.672855], [4.547931, -6.544219, -0.646342], [2.664912, -5.373827, 0.317678], [2.970119, -4.008623, -0.748273], [1.514786, -3.468866, 1.140712], [2.786272, -3.848214, 2.295091], [2.539056, -1.678715, 0.594848], [2.152357, 2.200740, -1.402939], [0.852794, 2.794948, -1.942896], [0.090712, 3.600416, -0.888193], [-0.643569, 2.766678, 0.173434], [-2.236436, 2.053080, -0.272269], [-3.228726, 3.390333, -0.986966], [-3.360811, 4.731491, -0.248929], [-4.262252, 4.789425, 0.988390], [-5.652881, 4.192157, 0.798465], [-3.065773, 1.541610, 1.240905], [-2.488422, 0.454472, 2.165887], [-2.572059, -0.997559, 1.693580], [-3.926258, -1.412837, 1.128264], [-2.276166, 0.853853, -1.622008], [-1.632422, -0.541326, -1.593955], [-0.194578, -0.632242, -1.064932], [0.848001, -0.879206, -2.152019], [1.983009, 1.556263, -0.538045], [2.648258, 1.601037, -2.164020], [2.838461, 2.992832, -1.102037], [0.224953, 2.004592, -2.361923], [1.096224, 3.463944, -2.770442], [-0.617343, 4.273071, -1.379395], [0.803152, 4.241701, -0.367047], [-0.884045, 3.424587, 1.017264], [0.015480, 2.005968, 0.595835], [-4.210245, 2.975946, -1.229581], [-2.761419, 3.593315, -1.955503], [-3.750824, 5.444116, -0.978814], [-2.368086, 5.099247, 0.022930], [-4.371079, 5.840877, 1.259599], [-3.772069, 4.327747, 1.848398], [-6.229376, 4.763350, 0.069184], [-6.204123, 4.207259, 1.737823], [-5.623467, 3.154432, 0.461994], [-4.113191, 1.343384, 1.004375], [-3.074452, 2.455813, 1.840119], [-3.037197, 0.538242, 3.106258], [-1.448306, 0.692740, 2.402385], [-2.335587, -1.636947, 2.544903], [-1.783988, -1.191589, 0.966653], [-4.699757, -1.394452, 1.897844], [-3.875507, -2.427886, 0.734807], [-4.252314, -0.770814, 0.305535], [-1.912480, 1.398107, -2.499575], [-3.347109, 0.721188, -1.818595], [-1.666379, -0.925682, -2.614857], [-2.283190, -1.208777, -1.030766], [-0.125392, -1.460709, -0.357454], [0.067595, 0.263196, -0.499426], [0.723678, -1.876410, -2.573616], [1.849713, -0.824222, -1.726276], [0.785158, -0.157323, -2.969585]], "forces_ev_per_a": [[-0.214, 0.616, -0.409], [0.338, -0.374, 0.601], [-0.100, 0.058, -0.084], [-0.083, -0.352, -0.662], [-0.493, 0.388, -0.015], [0.389, 0.300, 0.214], [-0.580, 0.168, -0.166], [-0.217, 0.053, 0.284], [0.245, -0.269, 0.153], [-0.055, 0.210, 0.084], [-0.049, -0.048, -0.062], [0.024, -0.187, 0.241], [0.040, -0.174, 0.128], [0.026, 0.050, -0.056], [0.034, 0.034, -0.127], [0.065, -0.045, -0.069], [0.234, -0.136, 0.123], [-0.020, -0.128, 0.053], [-0.133, 0.028, -0.089], [-0.063, 0.002, -0.003], [0.302, -0.097, 0.040], [0.143, 0.042, -0.242], [-0.126, -0.014, -0.068], [0.201, 0.032, 0.115], [-0.167, -0.104, -0.324], [0.389, 0.210, 0.305], [-0.169, 0.128, -0.107], [-0.053, 0.228, -0.145], [0.032, 0.061, 0.157], [-0.044, -0.104, 0.025], [0.033, 0.051, 0.027], [-0.020, -0.143, 0.552], [0.098, -0.173, -0.078], [0.011, 0.027, -0.127], [0.072, -0.015, 0.027], [-0.028, -0.373, -0.568], [-0.053, -0.115, 0.345], [0.111, -0.163, -0.133], [0.040, 0.034, 0.104], [0.040, -0.009, 0.010], [0.037, -0.013, 0.027], [-0.001, 0.003, 0.034], [-0.022, 0.010, 0.012], [-0.045, -0.008, -0.025], [-0.004, 0.014, 0.044], [-0.020, 0.014, 0.063], [-0.125, -0.065, 0.011], [-0.085, -0.085, -0.045], [0.006, -0.062, 0.081], [0.029, -0.083, 0.000], [0.012, -0.029, -0.057], [0.001, 0.024, -0.048], [0.044, 0.017, 0.004], [0.002, -0.030, -0.023], [0.010, -0.031, -0.045], [-0.027, 0.023, -0.006], [0.001, -0.013, 0.014], [0.026, -0.052, -0.145], [-0.032, 0.089, -0.160], [-0.025, 0.100, -0.010], [-0.010, 0.015, 0.039], [0.041, 0.020, 0.024], [-0.026, 0.014, -0.019], [-0.031, 0.046, -0.023], [-0.032, -0.021, 0.043], [-0.006, -0.005, -0.001], [0.089, 0.169, 0.138], [-0.029, 0.108, 0.085], [0.003, 0.091, -0.054], [-0.010, 0.058, 0.055], [-0.001, 0.027, 0.053], [-0.002, -0.003, -0.009], [-0.004, 0.002, -0.038], [0.061, -0.066, -0.105], [-0.026, 0.027, 0.032]], "mulliken_charge": [-1.3872, -0.2713, -0.3737, 1.6374, -0.8663, -1.0333, -0.5596, -0.5007, 0.1916, -0.7089, -0.7514, 0.3528, 0.3034, 0.3287, 0.5449, 0.2947, 0.3190, 0.4064, 0.2028, 0.2894, 0.3630, 0.1935, -1.4005, 0.1483, -1.0980, -1.1484, 1.3424, -1.4671, -0.8070, -0.3945, -1.2620, -0.6827, -1.0198, 0.4165, -1.4145, -0.9609, -1.1440, 0.9879, -1.8966, 0.2207, 0.3994, 0.4303, -0.2143, 0.4578, 0.3265, 0.5533, 0.6516, 0.6692, 0.7392, 0.5168, 0.4959, 0.2453, 0.4478, 0.2456, 0.3654, 0.3666, 0.2506, 0.5379, 0.0538, 0.4588, 0.3616, 0.4934, -0.4888, 0.3504, 0.4232, 0.2923, 0.7088, 0.5905, 0.5818, 0.2428, 0.3116, -0.4677, 0.4810, 0.3579, 0.3685], "energy_ev": -43213.3762, "largest_force_ev_per_a": 0.785, "orbital_gap_ev": 5.03, "spin_multiplicity": 1}

{"formula": "C22H47N9S2Y", "method": "wB97M-V/def2-TZVPD", "elements": ["Y", "C", "C", "N", "C", "C", "N", "C", "C", "C", "N", "C", "C", "N", "C", "H", "H", "H", "H", "H", "H", "H", "H", "H", "H", "H", "H", "H", "H", "H", "H", "H", "H", "H", "H", "H", "H", "H", "H", "S", "C", "N", "C", "C", "S", "H", "H", "H", "H", "H", "N", "C", "C", "C", "C", "C", "N", "H", "H", "H", "H", "H", "H", "C", "C", "C", "C", "N", "N", "H", "H", "H", "H", "H", "H", "H", "H", "H", "H", "H", "H"], "positions_angstrom": [[-0.472639, 0.685448, -1.077727], [-0.507105, -2.294382, -2.714331], [-1.897662, -2.310474, -2.094850], [-2.271963, -1.059605, -1.348144], [-3.466379, -0.377819, -1.927340], [-3.081068, 0.515562, -3.085529], [-2.227801, 1.623063, -2.571294], [-1.928513, 2.664298, -3.599341], [-0.839567, 2.340631, -4.645034], [0.056240, 1.124836, -4.469483], [0.809479, 1.073473, -3.182068], [1.898636, 0.052726, -3.273486], [2.279644, -0.487253, -1.910388], [1.111942, -1.058304, -1.185549], [0.662532, -2.375233, -1.724643], [-0.405493, -1.418033, -3.365927], [-0.448510, -3.162858, -3.373066], [-1.970366, -3.155503, -1.411011], [-2.633172, -2.479223, -2.880361], [-2.576221, -1.366383, -0.433776], [-3.915782, 0.234910, -1.141272], [-4.218847, -1.097643, -2.247520], [-3.985288, 0.902490, -3.556370], [-2.532126, -0.049332, -3.840367], [-2.830235, 2.111854, -1.909155], [-1.648021, 3.560871, -3.051304], [-2.853384, 2.905884, -4.122198], [-0.204010, 3.223413, -4.747578], [-1.311094, 2.215131, -5.619315], [0.768980, 1.135258, -5.295370], [-0.508475, 0.198119, -4.564781], [1.275000, 1.973400, -3.096694], [2.790185, 0.464268, -3.743964], [1.552970, -0.761987, -3.907144], [2.696039, 0.311844, -1.296265], [3.056737, -1.241487, -2.044665], [1.462080, -1.277699, -0.242774], [0.372952, -2.998723, -0.877890], [1.510161, -2.865763, -2.205109], [1.832979, -2.077304, 1.945046], [2.830512, -3.289502, 2.584857], [3.205363, -3.375082, 3.841002], [4.204516, -4.397189, 4.193027], [4.153434, -5.441877, 3.079024], [3.477410, -4.567284, 1.624982], [2.913691, -2.679376, 4.510844], [3.964602, -4.834418, 5.157863], [5.187193, -3.933082, 4.259341], [3.494438, -6.272665, 3.313534], [5.139788, -5.824053, 2.833552], [-0.114271, 3.333985, -0.822893], [0.800499, 3.130031, 0.279944], [1.192063, 4.122908, 1.151094], [2.031788, 3.770848, 2.197731], [2.454337, 2.451792, 2.313887], [2.021069, 1.527447, 1.388056], [1.189830, 1.856841, 0.380277], [-0.843619, 3.980577, -0.535456], [0.373956, 3.807518, -1.577553], [0.852934, 5.143961, 1.018190], [2.355155, 4.519310, 2.910808], [3.114247, 2.144319, 3.114855], [2.335781, 0.491636, 1.448451], [-0.895360, -0.136468, 4.083973], [-1.897976, 0.680386, 3.273217], [-2.091895, 2.054393, 3.905007], [-3.234355, -0.043512, 3.162210], [-1.395093, 0.967818, 1.888247], [-0.866827, -0.196402, 1.211994], [-1.193482, -0.136058, 5.133418], [0.108522, 0.298585, 4.022477], [-0.839809, -1.179900, 3.765072], [-2.547138, 1.952714, 4.890445], [-2.748607, 2.675994, 3.290612], [-1.132192, 2.569890, 4.032380], [-3.645615, -0.218334, 4.157399], [-3.143948, -1.029791, 2.688700], [-3.952469, 0.557799, 2.599965], [-0.615407, 1.606585, 2.007532], [-1.576296, -0.910288, 1.337748], [-0.069601, -0.582528, 1.722225]], "forces_ev_per_a": [[-0.351, 0.583, 0.502], [0.015, 0.080, 0.109], [0.065, 0.060, -0.034], [-0.107, 0.044, -0.219], [0.101, 0.041, -0.088], [0.049, -0.019, 0.080], [-0.092, -0.165, -0.153], [0.130, -0.092, -0.009], [-0.019, -0.019, 0.081], [-0.054, 0.103, 0.071], [0.078, -0.254, -0.048], [0.029, -0.111, 0.134], [-0.042, -0.040, -0.140], [0.324, -0.266, -0.039], [-0.160, 0.048, -0.258], [0.004, -0.102, -0.005], [0.012, 0.028, -0.030], [-0.040, -0.025, 0.036], [-0.059, 0.004, -0.022], [0.054, -0.015, 0.125], [-0.058, -0.033, 0.049], [-0.028, -0.090, 0.030], [-0.015, 0.082, -0.085], [0.013, 0.042, -0.038], [-0.023, 0.029, 0.095], [0.010, 0.022, 0.048], [-0.063, 0.043, -0.016], [-0.020, 0.019, -0.033], [0.005, 0.016, -0.032], [0.040, -0.059, -0.047], [-0.014, -0.024, 0.030], [0.028, 0.103, 0.057], [-0.004, 0.078, -0.137], [-0.041, 0.018, -0.080], [0.046, 0.020, 0.071], [0.057, -0.039, 0.093], [-0.035, -0.014, 0.013], [0.076, -0.001, 0.076], [0.050, -0.012, 0.021], [0.022, 0.028, 0.066], [-0.014, -0.071, -0.160], [0.105, -0.105, 0.218], [-0.087, 0.032, -0.076], [-0.051, 0.083, -0.083], [0.047, -0.013, -0.094], [-0.026, 0.045, -0.015], [-0.045, -0.006, 0.047], [0.040, 0.084, -0.030], [-0.041, -0.014, 0.024], [0.007, -0.011, 0.016], [0.022, -0.206, 0.214], [-0.044, -0.085, -0.089], [-0.017, 0.171, 0.070], [0.027, 0.018, 0.037], [0.063, 0.066, 0.104], [0.038, -0.076, -0.180], [-0.033, -0.012, 0.034], [-0.127, 0.007, -0.024], [0.015, 0.017, -0.147], [0.013, -0.068, 0.018], [0.002, -0.025, -0.030], [-0.027, 0.012, -0.052], [-0.021, -0.027, 0.010], [0.077, 0.000, -0.019], [-0.252, 0.125, 0.003], [-0.028, 0.075, -0.054], [-0.056, 0.012, -0.044], [-0.047, 0.097, -0.170], [0.302, 0.020, 0.122], [0.016, -0.013, -0.057], [-0.034, -0.019, 0.040], [0.017, 0.022, 0.004], [0.043, 0.021, -0.044], [0.042, -0.040, 0.061], [-0.082, -0.049, 0.002], [0.021, -0.023, -0.057], [-0.001, 0.063, 0.055], [0.033, -0.048, 0.034], [0.122, -0.028, -0.018], [-0.123, -0.105, -0.116], [0.122, -0.035, 0.170]], "mulliken_charge": [1.4636, 0.7610, -1.2641, 0.0824, -1.1280, -0.4590, -0.1844, -0.8968, -0.8801, -0.8129, 0.0771, -0.9064, -0.6975, 0.3997, -0.9055, -0.8844, 0.5074, 0.4260, 0.4477, 0.2852, 0.4238, 0.4752, 0.5356, 0.2650, 0.3810, 0.4372, 0.4358, 0.3595, 0.3776, 0.5830, 0.2716, 0.3000, 0.5292, 0.4371, 0.2550, 0.5792, -0.6609, 0.4001, 0.4813, -0.2194, 0.0765, -0.1551, -0.5758, -0.5026, -0.0522, 0.2240, 0.3308, 0.3040, 0.3288, 0.3954, -0.3311, 0.1923, -0.8644, -0.4940, -0.9580, -0.1528, 0.6393, 0.3485, 0.3224, 0.5427, 0.4740, 0.5274, 0.3443, -1.4471, 1.2228, -1.6814, -1.6184, -0.0703, -0.0705, 0.5195, 0.2680, 0.3507, 0.4392, 0.3754, 0.4147, 0.4560, 0.3447, 0.3686, -0.0009, 0.3502, -0.2634], "de_lowest_ev": 0.735, "energy_ev": -59682.8424, "charge": 3, "largest_force_ev_per_a": 0.846, "orbital_gap_ev": 7.88, "spin_multiplicity": 1}

> Which formula does entry 1 have?

C22H47FNO3P